No. 1
Formula: C43H62GeNO4PdSbSe2Si
Source: the OMol25 dataset
Level of theory: ωB97M-V with the def2-TZVPD basis set

Results
- Spin multiplicity: 2
- DFT total energy: -9569.1469 a.u.
- Net charge: -1
- LUMO energy (alpha / beta): 1.88 / 1.65 eV
- E_HOMO (alpha / beta): -4.15 / -4.90 eV

CARTESIAN COORDINATES (ANGSTROEM)
Pd (-0.203, -0.633, 0.566)
C (-5.222, -6.337, -2.005)
C (-4.557, -5.206, -1.269)
C (-5.291, -4.140, -0.765)
C (-4.695, -3.085, -0.081)
C (-5.581, -1.989, 0.447)
C (-3.297, -3.087, 0.116)
Se (-2.568, -1.641, 1.156)
C (-2.549, -4.164, -0.376)
C (-1.062, -4.265, -0.168)
C (-3.187, -5.195, -1.058)
H (-6.280, -6.130, -2.169)
H (-5.150, -7.274, -1.446)
H (-4.759, -6.506, -2.980)
H (-6.368, -4.123, -0.906)
H (-6.613, -2.152, 0.130)
H (-5.257, -1.007, 0.102)
H (-5.552, -1.939, 1.537)
H (-0.639, -3.310, 0.132)
H (-0.560, -4.610, -1.074)
H (-0.827, -4.977, 0.629)
H (-2.584, -6.017, -1.438)
Se (1.008, 2.107, 4.408)
C (0.575, 0.814, 3.241)
N (0.296, -0.037, 2.492)
C (-5.084, 2.017, 3.541)
C (-3.777, 1.837, 3.966)
C (-2.762, 1.616, 3.045)
C (-3.037, 1.561, 1.680)
C (-4.354, 1.765, 1.264)
C (-5.370, 1.988, 2.183)
Ge (-1.630, 1.302, 0.338)
C (-2.508, 1.569, -1.400)
C (-3.555, 0.759, -1.834)
C (-4.228, 1.029, -3.019)
C (-3.852, 2.113, -3.799)
C (-2.807, 2.927, -3.384)
C (-2.144, 2.660, -2.193)
C (-0.338, 2.758, 0.512)
C (-0.865, 3.985, 0.923)
C (-0.058, 5.110, 1.017)
C (1.291, 5.018, 0.699)
C (1.822, 3.802, 0.297)
C (1.016, 2.673, 0.208)
H (-5.876, 2.186, 4.261)
H (-3.534, 1.872, 5.021)
H (-1.755, 1.499, 3.412)
H (-4.604, 1.749, 0.210)
H (-6.385, 2.138, 1.836)
H (-3.834, -0.107, -1.243)
H (-5.037, 0.382, -3.338)
H (-4.371, 2.323, -4.727)
H (-2.506, 3.776, -3.987)
H (-1.334, 3.309, -1.878)
H (-1.915, 4.068, 1.188)
H (-0.479, 6.051, 1.349)
H (1.929, 5.890, 0.781)
H (2.878, 3.722, 0.067)
H (1.451, 1.725, -0.097)
C (0.363, 0.325, -3.386)
Sb (-0.259, -1.085, -1.937)
C (-1.932, -1.908, -2.984)
C (1.072, -2.678, -2.378)
H (0.487, -0.211, -4.328)
H (1.308, 0.767, -3.077)
H (-0.390, 1.103, -3.500)
H (-1.545, -2.652, -3.683)
H (-2.449, -1.129, -3.540)
H (-2.625, -2.385, -2.293)
H (0.498, -3.593, -2.518)
H (1.800, -2.793, -1.577)
H (1.591, -2.434, -3.306)
C (3.199, -4.826, 0.218)
C (3.374, -3.501, 0.952)
C (4.594, -3.562, 1.862)
C (2.122, -3.179, 1.761)
O (3.593, -2.516, -0.059)
Si (3.332, -0.876, 0.014)
O (1.854, -0.511, -0.448)
O (3.718, -0.389, 1.528)
C (4.700, 0.472, 2.114)
C (6.113, 0.032, 1.735)
C (4.509, 0.351, 3.619)
C (4.450, 1.901, 1.649)
O (4.486, -0.210, -0.970)
C (5.031, -0.611, -2.218)
C (3.934, -1.152, -3.128)
C (5.657, 0.640, -2.826)
C (6.101, -1.674, -1.981)
H (3.156, -5.659, 0.925)
H (4.038, -4.985, -0.462)
H (2.276, -4.824, -0.366)
H (4.460, -4.325, 2.634)
H (4.740, -2.598, 2.349)
H (5.488, -3.804, 1.281)
H (1.849, -4.023, 2.399)
H (1.284, -2.990, 1.088)
H (2.261, -2.297, 2.386)
H (6.289, -1.005, 2.030)
H (6.844, 0.661, 2.251)
H (6.270, 0.119, 0.663)
H (4.714, -0.673, 3.943)
H (3.486, 0.611, 3.888)
H (5.185, 1.025, 4.150)
H (4.525, 1.950, 0.561)
H (5.191, 2.582, 2.078)
H (3.460, 2.234, 1.961)
H (3.137, -0.413, -3.225)
H (3.509, -2.067, -2.707)
H (4.330, -1.380, -4.121)
H (4.888, 1.391, -3.018)
H (6.165, 0.407, -3.766)
H (6.383, 1.063, -2.130)
H (5.666, -2.540, -1.482)
H (6.894, -1.271, -1.346)
H (6.544, -1.994, -2.929)

Mulliken atomic charge list, values in e, 5 entries: number 1, Pd, carries 0.503; number 2, C, carries -1.503; number 3, C, carries 0.650; number 4, C, carries -1.106; number 5, C, carries 1.029

=====

No. 2
Formula: C43H63Cl9O20
Source: the OMol25 dataset
Level of theory: ωB97M-V with the def2-TZVPD basis set

Results
- DFT total energy: -7322.9387 a.u.
- Net charge: 0
- LUMO energy: 0.06 eV
- E_HOMO: -9.30 eV

CARTESIAN COORDINATES (ANGSTROEM)
C (1.238, 3.918, 4.533)
Cl (0.168, 2.682, 3.855)
Cl (0.534, 5.444, 5.058)
Cl (2.472, 4.310, 3.335)
H (1.795, 3.486, 5.358)
C (3.718, 3.430, -1.412)
Cl (3.274, 2.052, -0.371)
Cl (4.959, 2.974, -2.523)
Cl (4.206, 4.830, -0.521)
H (2.800, 3.662, -1.928)
C (2.321, -4.933, 1.290)
Cl (3.058, -3.273, 1.306)
Cl (0.640, -4.732, 1.587)
Cl (3.149, -5.931, 2.561)
H (2.505, -5.427, 0.332)
O (-1.696, -1.189, 4.193)
C (-0.633, -1.504, 4.631)
O (0.032, -2.571, 4.147)
C (1.363, -2.641, 4.701)
C (1.139, -1.993, 6.099)
C (0.142, -0.899, 5.796)
H (2.073, -2.098, 4.056)
H (1.681, -3.689, 4.650)
H (2.028, -1.602, 6.603)
H (0.727, -2.776, 6.716)
H (0.532, 0.077, 5.477)
H (-0.602, -0.778, 6.592)
O (-3.071, -4.725, -0.708)
C (-3.214, -4.391, 0.502)
O (-2.289, -3.677, 1.130)
C (-2.753, -3.271, 2.423)
C (-3.957, -4.145, 2.717)
C (-4.406, -4.580, 1.345)
H (-2.972, -2.199, 2.405)
H (-1.954, -3.420, 3.128)
H (-4.800, -3.545, 3.098)
H (-3.773, -5.019, 3.383)
H (-5.245, -4.035, 0.926)
H (-4.761, -5.602, 1.235)
O (1.871, -1.240, -1.987)
C (2.855, -1.664, -2.533)
O (2.806, -1.940, -3.860)
C (4.084, -2.656, -4.278)
C (4.991, -2.311, -3.157)
C (4.130, -2.104, -1.911)
H (4.208, -2.284, -5.281)
H (3.692, -3.678, -4.320)
H (5.512, -1.370, -3.377)
H (5.770, -3.088, -3.001)
H (4.458, -1.398, -1.165)
H (3.894, -3.072, -1.377)
O (-5.283, 5.667, -3.892)
C (-4.754, 4.644, -3.520)
O (-4.310, 4.461, -2.257)
C (-3.673, 3.177, -2.116)
C (-3.245, 2.871, -3.523)
C (-4.357, 3.448, -4.379)
H (-4.425, 2.452, -1.763)
H (-2.946, 3.392, -1.330)
H (-2.943, 1.842, -3.701)
H (-2.336, 3.461, -3.733)
H (-5.162, 2.689, -4.429)
H (-4.027, 3.862, -5.334)
O (-2.441, 6.126, 2.597)
C (-1.547, 6.228, 1.823)
O (-1.010, 5.173, 1.099)
C (0.101, 5.626, 0.297)
C (0.519, 6.918, 0.883)
C (-0.773, 7.461, 1.477)
H (-0.309, 5.731, -0.696)
H (0.819, 4.796, 0.214)
H (0.912, 7.618, 0.141)
H (1.244, 6.687, 1.668)
H (-1.288, 7.957, 0.661)
H (-0.722, 8.053, 2.410)
O (0.564, 3.168, -1.861)
C (0.752, 2.322, -2.734)
O (1.727, 2.523, -3.640)
C (1.821, 1.430, -4.596)
C (0.417, 0.818, -4.500)
C (-0.001, 1.025, -3.037)
H (2.628, 0.722, -4.339)
H (2.084, 1.862, -5.546)
H (0.365, -0.218, -4.837)
H (-0.300, 1.356, -5.105)
H (0.392, 0.173, -2.437)
H (-1.073, 1.104, -2.844)
O (2.577, 1.534, 6.038)
C (3.326, 1.190, 5.124)
O (2.906, 0.594, 3.999)
C (4.020, 0.421, 3.091)
C (5.218, 0.387, 3.988)
C (4.835, 1.349, 5.098)
H (4.040, 1.302, 2.411)
H (3.799, -0.520, 2.605)
H (6.123, 0.703, 3.430)
H (5.352, -0.612, 4.401)
H (5.015, 2.391, 4.941)
H (5.239, 1.050, 6.064)
O (-4.988, 0.213, -4.191)
C (-4.745, -0.534, -3.232)
O (-3.795, -1.467, -3.246)
C (-3.708, -2.183, -2.011)
C (-4.669, -1.430, -1.042)
C (-5.452, -0.433, -1.892)
H (-2.654, -2.055, -1.722)
H (-3.896, -3.240, -2.171)
H (-4.153, -0.976, -0.220)
H (-5.314, -2.176, -0.576)
H (-5.306, 0.546, -1.461)
H (-6.442, -0.728, -2.182)
O (-2.295, 0.876, -0.741)
C (-1.374, 0.419, -0.113)
O (-1.210, -0.883, 0.047)
C (-0.208, -1.180, 1.050)
C (-0.018, 0.170, 1.788)
C (-0.365, 1.206, 0.726)
H (0.674, -1.518, 0.497)
H (-0.641, -1.962, 1.654)
H (0.959, 0.173, 2.287)
H (-0.732, 0.268, 2.605)
H (0.471, 1.461, 0.078)
H (-0.839, 2.112, 1.058)
O (2.307, -4.727, -1.659)
C (1.311, -4.482, -2.356)
O (1.388, -4.727, -3.701)
C (0.127, -4.353, -4.315)
C (-0.526, -3.384, -3.313)
C (-0.007, -3.911, -1.997)
H (-0.440, -5.296, -4.429)
H (0.326, -3.955, -5.301)
H (-1.609, -3.459, -3.384)
H (-0.179, -2.394, -3.535)
H (-0.657, -4.685, -1.544)
H (0.089, -3.138, -1.221)

Mulliken atomic charge list, values in e, 5 entries: number 1, C, carries -0.021; number 2, Cl, carries 0.010; number 3, Cl, carries -0.119; number 4, Cl, carries -0.167; number 5, H, carries 0.311

=====

No. 3
Formula: C43H64BCl3F4N5O3SiTi
Source: the OMol25 dataset
Level of theory: ωB97M-V with the def2-TZVPD basis set

Results
- Spin multiplicity: 2
- DFT total energy: -5120.4543 a.u.
- Net charge: 0
- LUMO energy (alpha / beta): -0.60 / -0.90 eV
- E_HOMO (alpha / beta): -7.26 / -8.28 eV

CARTESIAN COORDINATES (ANGSTROEM)
Ti (-0.321, -0.431, -0.738)
C (3.419, 1.869, -5.084)
C (2.755, 1.666, -3.729)
N (1.359, 1.186, -3.769)
C (0.450, 2.079, -4.528)
C (0.348, 3.480, -3.962)
C (1.271, -0.195, -4.296)
C (0.446, -1.145, -3.432)
N (0.974, -1.277, -2.069)
C (2.243, -1.816, -1.956)
C (3.169, -1.269, -1.060)
F (2.781, -0.230, -0.309)
C (4.466, -1.713, -0.947)
F (5.292, -1.090, -0.095)
C (4.937, -2.760, -1.714)
C (4.045, -3.331, -2.591)
F (4.429, -4.363, -3.352)
C (2.739, -2.887, -2.709)
F (1.941, -3.552, -3.563)
H (4.484, 2.061, -4.944)
H (3.322, 0.986, -5.720)
H (2.996, 2.720, -5.620)
H (3.319, 0.946, -3.132)
H (2.770, 2.607, -3.174)
H (0.765, 2.116, -5.578)
H (-0.538, 1.620, -4.517)
H (1.295, 4.024, -4.026)
H (-0.401, 4.032, -4.529)
H (0.015, 3.462, -2.924)
H (0.850, -0.176, -5.306)
H (2.279, -0.608, -4.387)
H (-0.578, -0.779, -3.373)
H (0.378, -2.100, -3.949)
H (5.953, -3.116, -1.626)
O (0.613, 1.341, -1.196)
H (0.928, 1.279, -2.209)
H (1.359, 1.651, -0.663)
O (0.929, -2.331, 0.609)
H (0.173, -2.830, 0.276)
H (0.710, -2.153, 1.533)
Cl (-5.136, 0.257, -3.605)
C (-3.458, 0.526, -3.835)
Cl (-2.770, -0.145, -5.276)
Cl (-3.335, 2.931, -4.214)
C (-2.602, 0.498, -2.740)
N (-1.840, 0.603, -1.866)
C (1.425, 4.432, -0.705)
C (1.134, 3.746, 0.631)
C (0.923, 4.814, 1.711)
C (2.231, 2.784, 1.060)
C (3.568, 3.109, 0.832)
C (4.588, 2.319, 1.333)
C (4.289, 1.200, 2.092)
C (2.973, 0.826, 2.330)
C (2.668, -0.350, 3.243)
C (3.472, -1.607, 2.913)
C (2.896, 0.054, 4.703)
C (1.955, 1.611, 1.773)
N (0.595, 1.240, 2.031)
B (-0.344, 0.372, 1.343)
N (-1.460, 0.329, 2.267)
C (-1.181, 1.130, 3.372)
C (0.038, 1.669, 3.234)
C (-2.623, -0.497, 2.365)
C (-2.548, -1.595, 3.225)
C (-3.700, -2.353, 3.419)
C (-4.887, -2.009, 2.796)
C (-4.943, -0.895, 1.970)
C (-3.815, -0.116, 1.736)
C (-3.891, 1.136, 0.882)
C (-4.970, 1.058, -0.192)
C (-4.111, 2.382, 1.747)
C (-1.291, -1.888, 4.033)
C (-1.525, -1.561, 5.510)
C (-0.788, -3.323, 3.892)
H (0.514, 4.877, -1.108)
H (1.816, 3.739, -1.452)
H (2.157, 5.235, -0.586)
H (0.203, 3.186, 0.536)
H (1.844, 5.384, 1.864)
H (0.634, 4.374, 2.665)
H (0.137, 5.510, 1.409)
H (3.811, 4.003, 0.271)
H (5.621, 2.587, 1.148)
H (5.096, 0.605, 2.503)
H (1.607, -0.585, 3.131)
H (4.545, -1.437, 3.017)
H (3.283, -1.957, 1.899)
H (3.203, -2.409, 3.606)
H (3.947, 0.306, 4.870)
H (2.636, -0.768, 5.374)
H (2.294, 0.921, 4.979)
H (-1.890, 1.239, 4.178)
H (0.576, 2.324, 3.900)
H (-3.673, -3.206, 4.089)
H (-5.778, -2.601, 2.964)
H (-5.881, -0.632, 1.497)
H (-2.932, 1.251, 0.380)
H (-5.969, 1.189, 0.232)
H (-4.952, 0.101, -0.714)
H (-4.822, 1.848, -0.932)
H (-5.041, 2.289, 2.314)
H (-4.190, 3.268, 1.112)
H (-3.295, 2.544, 2.450)
H (-0.500, -1.224, 3.673)
H (-2.272, -2.233, 5.941)
H (-1.881, -0.538, 5.641)
H (-0.600, -1.676, 6.080)
H (-1.531, -4.048, 4.232)
H (0.111, -3.467, 4.495)
H (-0.549, -3.568, 2.860)
C (-2.398, -4.447, 0.090)
Si (-2.452, -3.043, -1.127)
C (-1.774, -3.620, -2.759)
C (-4.205, -2.493, -1.333)
O (-1.470, -1.796, -0.580)
H (-2.955, -5.286, -0.339)
H (-2.879, -4.170, 1.029)
H (-1.390, -4.811, 0.307)
H (-2.261, -4.557, -3.048)
H (-0.697, -3.800, -2.715)
H (-1.963, -2.891, -3.553)
H (-4.782, -3.310, -1.780)
H (-4.296, -1.630, -1.997)
H (-4.657, -2.239, -0.373)

Mulliken atomic charge list, values in e, 5 entries: number 1, Ti, carries 0.505; number 2, C, carries -1.538; number 3, C, carries -0.068; number 4, N, carries 0.804; number 5, C, carries -0.207